(1)
87
Properties=species:S:1:pos:R:3:forces:R:3:lowdin_charge:R:1 method="wB97M-V/def2-TZVPD" e_tot_ha=-2805.39223 lumo_ha=0.0276 homo_ev=-7.7132 smiles="CN(C)P(=O)(N(C)C)N(C)C.CN(C)P(=O)(N(C)C)N(C)C.C=CP(CCCCC)P(=N)(O)O" orbital_gap_ev=8.46
P -2.4869 3.3898 -2.1995 -5.17 -0.62 -0.15 0.64
P -0.1465 -3.8167 0.0146 -0.51 -3.22 -3.68 0.60
P 2.7669 0.2723 1.2673 0.16 -1.25 -0.86 0.88
P 1.4524 1.8096 0.4679 -0.52 -0.13 -1.01 0.32
O 0.8258 -2.7602 -0.3334 -0.31 1.24 2.30 -0.29
O 0.1542 2.0850 1.3776 0.26 0.65 0.37 -0.21
O 2.2327 3.2325 0.4533 -0.37 0.00 0.61 -0.20
O -2.1504 3.4671 -0.7487 2.78 0.26 -0.62 -0.30
N -1.4240 -4.2687 1.0585 0.79 1.92 1.45 -0.28
N 1.0427 1.4219 -0.9677 0.15 -0.23 -0.28 -0.19
N -3.3937 4.8171 -2.4428 0.32 0.12 0.02 -0.32
N -2.0225 3.1221 -3.8234 2.65 0.36 0.96 -0.27
N -3.4566 1.9836 -2.2191 -0.19 0.11 0.53 -0.30
N -1.1771 -3.8178 -1.3430 0.39 0.16 -0.32 -0.30
N 0.7865 -5.2375 0.1003 0.09 0.15 0.33 -0.31
C -1.5071 4.2627 -4.5952 -0.25 0.28 -0.13 -0.13
C -0.9730 2.0615 -3.8906 -0.20 -0.36 -0.12 -0.12
C -4.6597 1.8486 -3.0198 0.13 -0.23 -0.43 -0.14
C 5.1624 0.4127 4.2069 0.79 -0.16 -0.05 -0.24
C 1.9061 -5.1972 1.0326 0.22 0.37 0.01 -0.13
C 0.7760 -0.3258 3.2037 -0.06 -0.18 0.08 -0.07
C 2.0133 -0.4949 2.7305 -0.19 0.42 -0.09 -0.39
C 0.4397 -6.5316 -0.4510 -0.32 -0.17 0.09 -0.13
C 6.1924 1.4798 4.6467 -0.68 -0.16 0.58 -0.26
C 5.6691 2.2397 5.8747 -0.06 -0.39 -0.16 -0.12
C -3.6439 1.3061 -0.9387 0.04 0.01 0.18 -0.13
C -1.0781 -4.8867 2.3463 0.11 -0.35 0.01 -0.13
C -2.7054 6.0636 -2.1378 0.25 -0.02 0.32 -0.13
C -1.7643 -5.0167 -1.9121 -0.46 -0.04 0.19 -0.14
C 4.2543 1.1464 1.9291 0.00 0.05 0.05 -0.41
C 5.1642 0.1630 2.6966 -0.55 0.45 0.30 -0.28
C -0.8282 -2.8833 -2.4128 0.13 0.11 -0.06 -0.13
C -4.6536 4.9202 -3.1485 -0.04 -0.14 -0.36 -0.13
C -2.2794 -3.0927 1.3636 -0.28 -0.02 -0.31 -0.12
H 0.6064 -0.3024 4.2754 -0.27 -1.23 0.02 0.05
H 4.9532 3.0067 5.5804 0.06 0.13 0.11 0.07
H 0.0419 -3.2178 -2.9905 -0.01 0.04 -0.03 0.09
H -2.0035 -5.1183 2.8745 -0.04 0.09 -0.02 0.08
H -2.2720 6.0268 -1.1363 -0.01 -0.05 -0.01 0.07
H -0.5202 2.5677 0.8589 -0.09 -0.27 -0.14 0.05
H 5.4728 -0.5198 4.6862 -0.27 -0.03 0.17 0.11
H 4.7755 1.4738 1.0294 -0.14 0.14 -0.06 0.07
H -1.0537 -5.5734 -2.5331 -0.04 -0.01 -0.01 0.07
H -0.5551 -5.8306 2.2062 0.07 0.07 -0.14 0.07
H -3.1410 -3.4040 1.9537 0.02 -0.09 0.00 0.08
H -3.3976 6.9039 -2.1591 -0.10 -0.07 -0.02 0.08
H 1.0863 -7.3030 -0.0333 0.08 0.10 0.07 0.08
H 1.4048 0.5293 -1.2770 -0.07 0.00 -0.04 -0.04
H 4.1758 0.6714 4.5945 -0.13 -0.04 -0.23 0.10
H 5.1330 1.5243 6.5031 -0.01 0.07 0.11 0.07
H -4.0557 0.3098 -1.1169 -0.04 0.04 -0.12 0.08
H 7.0920 0.9551 4.9679 0.26 0.13 -0.42 0.10
H -4.6533 4.3979 -4.1112 0.01 -0.02 0.04 0.07
H 6.1826 0.2849 2.3281 0.05 -0.27 -0.02 0.11
H 4.8325 -0.8599 2.5095 0.23 -0.07 -0.18 0.08
H -1.3290 1.1512 -3.4141 -0.06 0.05 0.07 0.07
H -1.2691 3.9137 -5.6002 0.05 -0.09 0.04 0.08
H 4.0064 2.0407 2.5026 0.07 -0.06 0.16 0.08
H -0.0502 2.3668 -3.3914 0.01 -0.01 -0.03 0.06
H 1.5902 -5.1657 2.0842 0.06 -0.09 -0.02 0.06
H 1.7032 3.8857 0.9322 0.29 0.07 0.04 0.07
H -1.8899 6.2884 -2.8389 -0.07 0.08 0.00 0.06
H -0.6168 -1.8938 -2.0186 0.09 -0.04 0.07 0.06
H -1.7343 -2.3274 1.9257 -0.03 -0.04 0.08 0.07
H -0.0802 -0.1818 2.5596 0.11 1.16 0.02 0.04
H -0.7481 1.8340 -4.9328 -0.10 0.07 -0.05 0.08
H -2.6977 1.1759 -0.4226 0.02 0.08 0.00 0.06
H 0.5675 -6.5619 -1.5357 -0.02 0.00 0.02 0.07
H -0.5856 -6.8384 -0.2200 0.02 0.03 -0.01 0.07
H 6.4643 2.6544 6.4915 0.00 0.27 -0.14 0.06
H -4.8755 5.9637 -3.3720 0.11 0.04 0.08 0.08
H -4.3304 1.8477 -0.2760 0.00 -0.04 0.03 0.09
H -1.6755 -2.7873 -3.0957 -0.05 -0.12 0.04 0.08
H -2.6065 -4.7421 -2.5529 0.02 0.07 0.01 0.08
H 2.5224 -4.3142 0.8512 -0.05 0.01 -0.02 0.07
H -4.9224 0.7910 -3.1098 0.05 -0.02 0.05 0.08
H -5.5189 2.3582 -2.5682 -0.01 -0.02 -0.02 0.07
H -0.4713 -4.2386 2.9872 -0.05 0.02 0.04 0.08
H -2.2585 5.0421 -4.7055 -0.06 -0.04 0.16 0.07
H 2.5457 -6.0694 0.9076 -0.07 -0.04 -0.10 0.08
H 2.6789 -1.1778 3.2553 0.48 0.87 0.61 0.06
H -4.5145 2.2153 -4.0338 0.07 0.12 0.05 0.07
H -5.4881 4.5373 -2.5550 0.01 -0.01 -0.03 0.07
H -2.6456 -2.6463 0.4412 0.07 -0.04 -0.05 0.07
H 6.4053 2.1531 3.8161 0.21 0.06 0.07 0.10
H -2.1659 -5.6748 -1.1441 0.12 0.02 0.08 0.07
H -0.6030 4.7020 -4.1632 0.05 -0.03 -0.06 0.09

***

(2)
89
Properties=species:S:1:pos:R:3:forces:R:3:lowdin_charge:R:1 method="wB97M-V/def2-TZVPD" e_tot_ha=-2075.15485 lumo_ha=0.0042 homo_ev=-9.2113 smiles="CCOP(=O)(CCCB1OBOBO1)OCC.CCO.CCO.CCO.CCO.CCO.CCO" orbital_gap_ev=9.33
P 1.4637 -1.3676 -2.2569 4.51 -5.68 -1.50 0.76
O 2.1452 -2.7286 -2.7905 -2.74 5.18 1.75 -0.40
O -4.6351 -2.6922 -3.9504 0.24 -0.07 -0.31 -0.10
O 0.0549 -0.1327 4.6984 0.07 0.51 -0.03 -0.10
O -2.5073 0.8644 0.2562 -1.92 3.67 -1.90 0.11
O 9.5913 3.6478 -2.9095 0.25 0.33 0.20 -0.10
O -4.1270 1.8551 -1.5287 3.56 0.78 2.05 0.11
O 2.5525 -0.0840 -2.6998 -3.18 -1.02 2.52 -0.26
O -3.7540 3.1653 0.5989 2.87 -2.36 -3.39 0.09
O 1.4652 -1.4839 -0.5204 -2.05 0.81 -2.97 -0.29
O 5.8895 3.8322 -0.3989 -0.25 0.42 0.09 -0.10
O -1.2064 -4.3291 7.7491 0.29 -0.25 -0.21 -0.10
O -7.2685 2.5122 -5.2026 0.06 -0.36 -0.18 -0.09
C 3.4220 1.0717 -0.5058 -0.40 0.29 0.64 -0.10
C -2.3401 -4.2694 8.6021 0.17 -0.24 0.20 -0.33
C 9.3485 2.6739 -3.9140 0.30 -0.14 0.07 -0.33
C 2.4371 1.0853 -1.8158 0.91 2.32 0.76 -0.29
C -6.7938 -3.3345 -3.1093 -0.17 -0.08 0.18 -0.09
C 6.8978 2.8536 -0.6042 0.30 0.21 0.15 -0.33
C -0.0521 -1.4324 5.2604 -0.30 0.10 0.25 -0.33
C 7.5041 2.4490 0.7236 0.04 -0.22 0.13 -0.09
C -2.6477 -0.4365 -2.0731 0.06 0.40 0.51 -0.09
C 0.3605 -1.9555 1.6789 0.73 1.03 -0.49 -0.08
C 0.1609 -1.8975 0.0192 -0.89 -0.43 2.45 -0.26
C -1.5050 -1.7575 5.5391 -0.19 -0.29 -0.03 -0.09
C -5.8569 -2.1886 -3.4307 -0.14 -0.33 -0.18 -0.33
C 9.9594 1.3486 -3.5082 -0.05 -0.24 0.00 -0.09
C -7.6717 3.2778 -4.0767 0.24 -0.17 0.14 -0.32
C -6.4766 3.5658 -3.1919 0.12 0.09 0.14 -0.10
C -1.9059 -4.3853 10.0485 -0.03 0.10 0.23 -0.10
C -1.1610 0.0224 -2.6833 -1.43 -0.14 -0.30 -0.21
C -0.2613 -1.2916 -3.0685 -1.02 0.79 -0.60 -0.23
B -2.6741 2.1864 0.9018 -1.61 -0.57 -0.46 -0.19
B -3.8369 3.1619 -0.9046 -1.18 -2.73 2.47 -0.19
B -3.1419 0.8221 -1.0830 -0.47 -0.53 0.20 -0.37
H 2.7639 2.0282 -2.4699 -0.72 -2.17 1.30 0.14
H -1.6052 -2.7583 5.9686 -0.01 0.14 0.01 0.05
H -3.6441 4.1740 -1.4766 -0.24 -0.02 -0.26 0.11
H -0.1594 -2.9858 -0.3068 0.74 2.33 0.15 0.14
H 1.4975 -1.6822 1.9206 -2.48 -0.75 -0.60 0.10
H 1.3558 1.3195 -1.4354 1.84 -0.73 -0.84 0.10
H -2.0942 -1.7075 4.6176 0.14 -0.02 0.04 0.08
H -7.0036 -3.9265 -4.0061 -0.07 0.12 0.04 0.07
H -0.7680 -5.1834 7.9036 -0.21 0.48 -0.11 0.09
H 0.1204 -3.0081 2.1306 0.29 2.15 -0.90 0.08
H -2.7681 -4.3364 10.7196 0.10 -0.05 0.01 0.07
H -1.3785 -5.3293 10.2202 -0.14 0.01 0.01 0.07
H 0.5412 -1.4677 6.1792 0.00 -0.23 0.02 0.11
H -7.7389 -2.9633 -2.7032 0.03 -0.09 -0.06 0.08
H -2.8471 -3.3154 8.4298 0.18 -0.11 -0.14 0.11
H -5.6323 -1.6130 -2.5279 0.15 -0.07 -0.16 0.11
H -1.2103 -3.5802 10.3072 -0.16 -0.05 -0.07 0.08
H 11.0398 1.4490 -3.3611 -0.05 -0.02 -0.13 0.07
H 6.7348 2.0477 1.3915 0.07 -0.02 -0.14 0.08
H -8.4395 2.7215 -3.5304 -0.08 0.17 0.13 0.11
H 4.5113 0.7352 -0.7691 -2.15 0.74 0.37 0.08
H 3.4201 2.1833 -0.0732 0.24 -2.35 -1.10 0.10
H -6.8851 1.6822 -4.8706 -0.19 0.47 -0.20 0.08
H -6.3009 -1.5138 -4.1688 -0.16 0.11 0.11 0.11
H -6.0179 2.6340 -2.8451 -0.14 0.10 0.02 0.06
H -3.0258 -5.0783 8.3321 -0.18 0.08 0.10 0.11
H 0.3706 -2.1479 4.5489 0.02 0.26 0.02 0.09
H -6.3373 -4.0119 -2.3802 -0.05 0.17 -0.05 0.08
H 9.7771 0.5856 -4.2701 0.07 0.02 0.09 0.08
H -4.8444 -3.1947 -4.7565 0.16 0.26 0.44 0.09
H -0.6932 -1.0927 -0.1588 1.92 -1.78 0.00 0.10
H 7.9439 3.3152 1.2286 0.08 -0.07 -0.10 0.07
H -1.8906 2.5016 1.7408 -0.16 -0.20 -0.03 0.10
H -6.7697 4.1593 -2.3214 0.05 -0.03 0.00 0.08
H 10.5552 3.7348 -2.8126 -0.54 -0.03 -0.03 0.09
H 9.7732 3.0293 -4.8578 -0.11 -0.13 -0.13 0.11
H 6.3077 4.5985 0.0299 -0.24 -0.42 -0.27 0.09
H 6.4402 1.9897 -1.0952 -0.10 0.22 0.04 0.10
H -1.9382 -1.0307 6.2340 0.07 -0.07 0.06 0.07
H -8.1136 4.2107 -4.4388 0.05 -0.23 -0.13 0.11
H -0.8682 -2.2923 -2.8460 1.65 2.16 -0.20 0.12
H -1.3920 0.6188 -3.6764 0.69 -0.99 2.19 0.13
H -0.0992 -1.2769 -4.2485 0.10 -0.13 2.69 0.12
H -5.7077 4.1110 -3.7491 -0.16 0.00 0.04 0.09
H 3.0306 0.3978 0.3896 0.71 1.22 -2.19 0.08
H -0.6955 0.7307 -1.8769 -0.49 -1.40 -1.70 0.09
H -3.4273 -0.6709 -2.9192 1.75 0.31 1.61 0.10
H 8.2803 1.6916 0.5832 -0.01 0.07 0.08 0.07
H -0.2720 -1.0720 2.1377 1.15 -2.10 -0.65 0.08
H 8.2662 2.5744 -4.0384 0.13 0.18 0.12 0.11
H 7.6584 3.2679 -1.2730 0.09 -0.21 -0.02 0.09
H -2.4732 -1.3828 -1.3838 -0.49 1.84 -1.51 0.12
H -0.3155 0.4960 5.3414 0.21 -0.35 -0.37 0.09
H 9.5390 1.0062 -2.5570 -0.03 0.05 -0.16 0.07

***

(3)
91
Properties=species:S:1:pos:R:3:forces:R:3:mulliken_spin:R:1 method="wB97M-V/def2-TZVPD" e_tot_ha=-2060.36821 total_charge=+1 spin_multiplicity=2 lumo_ha="-0.1727 / -0.2321" homo_ev="-10.7847 / -10.7842" orbital_gap_ev="6.09 / 4.47"
Ba -1.4221 1.6517 -4.3414 -0.29 0.51 1.10 0.00
O -0.4829 0.1045 2.4585 1.75 0.67 -3.74 0.46
O 0.7933 1.4107 -2.7204 -2.13 0.42 -1.10 -0.06
O 1.5647 -2.1166 -4.0479 -1.60 -2.12 0.34 0.00
O 0.8632 -2.7191 3.3171 -0.74 -0.29 -0.56 0.00
O -2.6171 2.0548 5.1703 0.82 -0.34 0.84 0.00
O -3.6302 0.2424 -3.6186 0.19 0.45 -0.56 0.00
O -1.1196 -3.4911 -1.9184 -0.82 -0.13 -0.10 0.00
O 3.2621 1.7872 -3.6269 0.53 -0.83 -0.62 0.00
O 4.1186 2.4273 1.2771 1.28 0.68 -0.44 0.00
O -0.3584 -1.0198 6.2913 2.38 0.32 0.78 0.00
O 4.7017 -1.5783 -0.1114 0.37 0.38 0.11 0.00
O 4.4386 -1.1178 4.2613 0.25 0.21 -0.49 0.00
O -3.8041 3.3991 -3.7090 1.52 -0.28 -0.88 0.00
O 2.2966 0.0200 1.4991 -4.05 1.01 -2.90 0.22
O -4.0299 3.2292 -0.8510 -0.07 1.14 -0.16 0.00
O -3.3202 -1.2065 2.1744 -0.34 -0.72 -0.44 0.00
O -1.8060 1.8343 -1.6481 -0.41 0.00 -0.96 0.01
C 5.3609 2.1610 0.5418 -1.58 -0.24 -0.20 0.00
C -1.5421 -1.3022 5.6875 -2.00 -0.07 0.23 0.00
C 1.5841 0.6659 -0.6436 -2.31 1.23 -1.10 0.20
C -5.1430 3.5872 -4.1008 -0.72 -0.08 -0.48 0.00
C -3.6102 -0.6647 -2.5421 -0.30 -1.85 0.96 -0.02
C 4.2426 -2.5563 -1.0080 -0.20 0.06 -0.22 0.00
C -0.1362 0.4284 1.2213 0.42 -1.71 5.40 0.07
C -0.4403 -2.4453 -1.2730 0.56 -0.26 0.14 0.00
C 3.7682 3.0411 -3.2829 0.10 0.75 -0.28 0.00
C 1.3136 -3.3723 2.1438 0.94 0.49 -0.05 0.00
C -1.1631 0.9183 0.4866 -1.09 1.05 -3.69 0.12
C 1.3109 0.3367 0.7013 3.43 -1.06 3.45 -0.08
C 2.6711 -1.2985 -4.0506 0.75 1.37 -0.48 0.00
C -3.1836 -2.3411 1.3033 0.00 0.40 0.28 0.00
C 4.8328 -1.8508 3.0951 -0.44 -0.24 0.88 0.00
C 0.5396 1.1464 -1.5206 0.18 -1.12 2.77 -0.10
C -0.9608 1.3236 -0.9129 3.36 -0.54 0.68 0.11
C -5.0201 2.2667 -0.5945 0.05 -0.37 -0.19 0.00
C -2.8138 2.4527 3.8441 -0.85 0.25 0.24 0.00
H 0.5195 -3.8704 1.5876 -0.02 -0.34 0.14 0.00
H -2.2268 -0.4777 5.8860 -0.43 0.15 -0.42 0.00
H 3.9236 -1.0630 0.1135 0.13 0.29 0.47 0.00
H 5.0552 1.6167 -0.3517 0.46 -0.52 -0.03 0.00
H 4.1570 -2.1455 -2.0140 -0.06 -0.08 -0.11 0.00
H -2.7612 3.5414 3.8362 0.06 0.10 -0.42 0.00
H 2.3426 1.7227 -3.3588 -0.01 0.03 0.18 0.00
H -3.8028 2.1518 3.4988 -0.07 0.01 -0.28 0.00
H -3.3670 1.6498 5.6122 -0.16 0.09 -0.54 0.00
H -1.4564 -1.4379 4.6093 0.17 -0.15 0.09 0.00
H -2.2981 -2.9426 1.5085 0.24 0.14 0.12 0.00
H -5.4262 4.6350 -4.2010 0.04 0.08 0.59 0.00
H 5.4721 -1.2960 2.4083 -0.07 0.09 0.02 0.00
H -0.5551 -1.5271 -1.8491 0.23 0.37 0.13 0.01
H -3.1957 2.7734 -0.9846 0.13 -0.23 0.07 0.00
H -5.2929 3.2188 -5.1157 0.27 -0.39 0.02 0.00
H 2.6052 0.7303 -0.9894 0.13 -0.26 -0.12 0.02
H 5.2600 -0.8737 4.6942 -0.08 0.16 0.23 0.00
H 2.6744 -0.6912 -3.1455 0.24 0.40 -0.23 0.00
H 5.8282 3.0554 0.1297 -0.26 0.40 0.59 0.00
H 2.6269 -0.7228 -4.9750 0.45 0.67 0.23 0.00
H 2.1350 -4.0272 2.4345 -0.12 -0.50 -0.37 0.00
H 3.2565 -2.8592 -0.6561 -0.10 -0.65 -0.31 0.00
H -2.0602 2.0276 3.1811 0.14 -0.06 0.14 0.00
H -0.8128 -2.3023 -0.2587 -0.27 -0.04 -0.09 0.00
H 3.9104 -2.1513 2.5982 0.15 0.10 -0.08 0.00
H 0.1012 -3.2579 3.5422 -0.14 0.32 0.77 0.00
H 0.7877 -1.6847 -4.4103 0.40 0.10 -0.05 0.00
H 3.4697 1.7534 1.0618 0.35 -0.27 0.18 0.00
H -4.5233 0.2025 -3.9682 -0.05 0.29 -0.33 0.00
H -4.6105 1.5369 0.1039 -0.48 -0.18 0.23 0.00
H 3.5381 3.7877 -4.0430 -0.53 0.30 -0.02 0.00
H -2.1694 0.9434 0.8780 -0.05 0.15 0.18 0.03
H -5.2973 1.7581 -1.5179 -0.06 -0.31 -0.19 0.00
H -1.0818 -3.3108 -2.8606 0.14 -0.36 -0.02 0.00
H 6.0834 1.6114 1.1451 -0.16 -0.07 -0.04 0.00
H -2.5185 -0.6816 2.1165 0.32 -0.09 0.35 -0.01
H -3.6582 3.8032 -2.8505 -0.35 0.04 0.63 0.00
H -3.4540 -1.6916 -2.8727 0.56 -0.05 -0.32 0.00
H -5.7833 3.0219 -3.4237 -0.30 0.33 -0.03 0.00
H -0.4317 -1.3453 7.1914 0.37 0.20 0.00 0.00
H 4.9456 -3.3880 -1.0556 -0.14 -0.01 0.25 0.00
H 0.6090 -2.7269 -1.1846 0.26 0.44 -0.08 0.00
H 3.6166 -1.8395 -4.0909 -0.33 -0.44 0.06 0.00
H 4.8575 3.0625 -3.3166 0.02 -0.52 0.54 0.00
H -5.9332 2.7340 -0.2260 0.30 0.08 0.27 0.00
H -4.5866 -0.7808 -2.0717 0.00 0.73 0.31 0.00
H 3.3638 3.3368 -2.3149 0.37 0.37 0.14 0.00
H -1.9622 -2.1593 6.2137 -0.48 -0.50 -0.69 0.00
H 1.7464 -2.6408 1.4612 0.03 0.27 0.00 0.00
H -4.0263 -3.0223 1.4213 -0.16 0.37 0.14 0.00
H 5.3398 -2.7432 3.4622 0.20 -0.28 -0.47 0.00
H -3.1485 -2.0062 0.2666 0.00 -0.11 -0.27 0.00
H -2.8450 -0.4166 -1.8066 -0.22 0.21 -0.15 0.02